Computed, not measured: a cluster of 2 separate species, C4H12NO3 in total in a non-equilibrium geometry, with ωB97M-V/def2-TZVPD.

Results
* frontier orbital gap (spin up / spin down): 9.86 / 4.51 eV

ORCA input file:
```
! RIJCOSX wB97M-V def2-TZVPD def2/J DEFGRID3
* xyz 2 2
H -2.54937 -0.48836 1.93233
C -1.49773 -0.19685 1.76091
C 1.13145 -1.37936 -0.19012
H 3.55548 0.56589 -0.96832
H 2.16034 -1.10481 -0.40387
H -1.62010 1.95802 -1.94710
O 2.79980 1.13534 -1.21343
H 0.76274 0.58012 -0.48137
H -1.26695 -1.36716 -0.07039
H -0.87377 -0.69986 2.48664
H 0.79503 0.11819 1.15283
C -1.05823 -0.36512 0.33855
C -1.91198 0.57658 -0.59052
H 3.31867 1.94001 -1.41907
N 0.42336 -0.12351 0.23014
H -1.55913 0.86936 1.99113
H 0.70120 -1.60354 -1.17842
O -1.16671 1.25717 -1.40927
O -3.10437 0.62204 -0.39398
H 0.96028 -2.29416 0.37332
*
```

---

Computed, not measured: a cluster of 2 separate species, C5H7BN2O2 in total in a non-equilibrium geometry, with ωB97M-V/def2-TZVPD.

Results
* SMILES string: CC(C)B=O.N#CN=C=O
* frontier orbital gap: 11.43 eV

ORCA input file:
```
! RIJCOSX wB97M-V def2-TZVPD def2/J DEFGRID3
* xyz 0 1
C 2.22976 -0.97601 0.10123
O -2.74718 1.73964 -2.11574
H 0.88829 -1.64076 -1.30579
H 2.47496 -0.51484 1.09114
H -1.03688 -2.06005 0.15281
H 2.87655 -0.55902 -0.51457
N -2.47861 2.45267 0.11147
B 0.44906 0.51911 -1.06951
C -1.63823 2.41516 1.12337
H 2.47002 -2.03599 0.37205
O 0.02810 1.55634 -1.42690
N -0.96371 2.30131 2.02956
C 0.76731 -0.93768 -0.48276
H 0.24199 -2.11705 1.24056
C -0.26798 -1.43619 0.53837
H -0.73872 -0.77072 1.19008
C -2.55471 2.06409 -1.03537
*
```

---

Computed, not measured: the ion C4H11N2 with charge +2 in a non-equilibrium geometry, with ωB97M-V/def2-TZVPD.

Results
* frontier orbital gap (spin up / spin down): 11.19 / 6.71 eV

ORCA input file:
```
! RIJCOSX wB97M-V def2-TZVPD def2/J DEFGRID3
* xyz 2 2
H 0.83073 0.57928 0.69590
N 0.48900 -1.31334 2.60095
C -0.87411 0.23153 -0.74765
H -1.33544 -1.34373 1.38418
H -0.84186 0.78369 -2.92702
H 1.63141 1.71401 -2.29334
H 1.36008 -0.77745 2.68314
H 0.69823 -2.34622 2.24781
C -0.04855 -0.02267 0.47360
C -0.45363 -0.72001 1.56694
H 0.05225 -1.47584 3.56081
H 0.40248 2.58210 -1.42645
C -0.09702 0.58187 -2.07806
H 0.45716 -0.27674 -2.35579
H -1.26683 -0.72331 -1.09754
N 0.78997 1.68498 -1.73768
H -1.79389 0.84185 -0.54980
*
```

---

Relative energy (zero: lowest compared OMol25 entry of this formula, charge and spin) values, unit kJ/mol, following the record order: 113.0, 214.9, 191.1.
E_tot values, unit hartree, following the record order: -439.3099, -479.5733, -267.7522.